(A)
Molecular formula: C5H14O
Method: DFT, ωB97M-V/def2-TZVPD

Geometry as XYZ:
```
20
Properties=species:S:1:pos:R:3:lowdin_charge:R:1
C -2.94240 1.23820 -0.11172 -0.1263
C -2.87182 0.68052 1.30214 -0.3269
C -1.43413 0.53248 1.80847 -0.1219
H -3.97500 1.21439 -0.45350 0.0679
H -2.59757 2.27173 -0.12807 0.0709
H -2.29218 0.69216 -0.78252 0.0606
H -3.41701 1.36125 1.95534 0.0947
H -3.40737 -0.26095 1.39733 0.0948
H -1.31346 -0.02668 2.73047 0.0633
H -0.97198 1.51747 1.94382 0.0728
H -0.84740 0.01386 1.03732 0.0517
C 2.08372 -1.23286 -0.75280 -0.3316
O 2.00946 -1.09865 -2.16378 -0.0751
C 3.06955 -0.24971 -0.14261 -0.0876
H 2.30875 -2.27952 -0.56115 0.1048
H 1.11129 -1.15934 -0.23167 0.0976
H 1.33690 -0.45993 -2.40954 0.0795
H 3.90900 -0.11346 -0.81644 0.0719
H 3.41098 -0.59337 0.83126 0.0684
H 2.56988 0.70798 0.04847 0.0705
```

Results
* SMILES string: CCC.CCO
* HOMO-LUMO gap: 0.4136 Ha
* lowest unoccupied orbital energy: 0.81 eV

(B)
Molecular formula: C5H14O
Method: DFT, ωB97M-V/def2-TZVPD

Geometry as XYZ:
```
20
Properties=species:S:1:pos:R:3:lowdin_charge:R:1
C -0.99631 -1.14280 1.00425 -0.1193
C -1.02437 -0.35122 -0.31050 -0.2403
C -0.28930 0.99267 -0.17335 -0.4066
C 0.62682 1.46575 -1.42493 -0.0644
C 0.56889 1.20112 1.06276 -0.1116
H -1.04055 -0.50722 1.85241 0.0502
H -1.77582 -2.00106 0.92239 0.1209
H 0.00552 -1.55251 1.07603 0.0232
H -0.51110 -0.96551 -1.05747 0.0671
H -2.06545 -0.44975 -0.72889 0.1218
H -1.11181 1.77015 -0.28622 0.1381
H 0.98381 2.45532 -1.08435 0.0686
H -0.01076 1.57197 -2.26525 0.0542
H 1.44431 0.78651 -1.52978 0.0601
H 1.27610 2.03246 0.78299 0.0736
H 1.12436 0.35291 1.51305 0.0832
H -0.07901 1.76424 1.82413 0.1017
H 1.23342 -2.42973 0.29729 0.0252
H 0.77103 -2.07093 -1.01130 0.0525
O 0.87021 -2.92237 -0.46327 -0.0982
```

Results
* SMILES string: CCC(C)C.O
* HOMO-LUMO gap: 0.4120 Ha
* lowest unoccupied orbital energy: 0.80 eV

It is (A) that is most stable; the runner-up trails by 25.1 kcal/mol.

(A)
Molecular formula: CH11NO4
Method: DFT, ωB97M-V/def2-TZVPD

Geometry as XYZ:
```
17
Properties=species:S:1:pos:R:3:lowdin_charge:R:1
N 1.82993 0.77547 -0.00459 0.0502
C 0.94836 0.54977 -1.19325 -0.1142
O -1.77760 0.09136 -0.33352 0.0144
H 1.23345 1.19121 0.76556 0.0566
H 2.22217 1.66610 -0.31560 0.0721
H 0.19114 -0.21678 -0.87229 0.0417
H 1.51538 0.01780 -1.94804 0.0983
H 0.55270 1.52848 -1.43089 0.0999
H -1.65905 -0.53968 -1.13477 -0.0058
H -1.51745 -1.91428 -2.67357 -0.0059
O -0.96035 -1.44598 -2.07100 -0.1142
H 0.17645 -1.97856 2.01524 0.0582
H -1.65342 -0.49656 0.37475 -0.0202
O 0.02465 0.97296 2.25591 -0.1187
H -0.13068 -0.26931 2.04555 -0.0349
H -0.59027 1.35755 2.89450 0.0326
O -0.40540 -1.28955 1.62600 -0.1100
```

Results
* HOMO-LUMO gap: 0.1402 Ha
* lowest unoccupied orbital energy: -5.97 eV

(B)
Molecular formula: CH11NO4
Method: DFT, ωB97M-V/def2-TZVPD

Geometry as XYZ:
```
17
Properties=species:S:1:pos:R:3:lowdin_charge:R:1
N 0.72708 1.55212 1.22168 -0.0313
C 0.05709 2.24091 0.16354 -0.3461
O -0.78720 1.45838 -0.71378 -0.0962
H 0.80423 2.01216 2.19771 0.1350
H 1.64824 1.10631 1.00921 0.1064
H -0.62652 3.02670 0.60735 0.1336
H 0.71170 2.69693 -0.63549 0.1221
H -0.20541 0.76609 -1.11578 0.0812
H -1.52424 -2.05122 -2.98282 0.0215
H -0.30492 -1.84926 -2.01696 0.0483
O -1.10136 -1.37513 -2.44912 -0.0988
H -0.04145 -0.11341 1.55248 -0.0439
H -1.48191 -0.92880 1.72528 0.0890
O -0.52158 -0.92026 1.48649 -0.0728
H 0.24002 -2.20858 0.39662 0.0047
H 1.66684 -2.66808 -0.19179 0.0084
O 0.73939 -2.74486 -0.25461 -0.0612
```

Results
* SMILES string: NCO.O.O.O
* HOMO-LUMO gap: 0.3877 Ha
* lowest unoccupied orbital energy: 0.54 eV

It is (B) that is most stable; the runner-up trails by 212.9 kcal/mol.

(A)
Molecular formula: C5H10NO3
Method: DFT, ωB97M-V/def2-TZVPD

Geometry as XYZ:
```
19
Properties=species:S:1:pos:R:3:lowdin_charge:R:1
C 0.55671 1.63005 0.41559 -0.5336
C -1.19743 -0.36060 -1.32056 -0.0616
C -1.00621 -1.16284 1.02138 -0.0867
C -0.17631 -0.82041 -0.20711 -0.3355
C 0.83602 0.17940 0.27488 -0.2039
N 2.01995 -0.25626 0.55426 -0.1001
O 2.54879 -1.46435 0.27044 -0.2526
O -0.55821 1.89052 0.99342 -0.1621
O 0.52464 1.94993 -1.17960 -0.1517
H 1.45142 2.09481 0.73887 0.0948
H -1.58248 0.63686 -0.97669 0.0751
H -0.76051 -0.12935 -2.29570 0.0767
H -1.89411 -1.10487 -1.23548 0.0237
H -1.46593 -0.29878 1.59876 0.0934
H -0.15848 -1.65071 1.67104 0.1139
H -1.83735 -1.81991 0.71150 0.0621
H 0.47023 -1.66599 -0.62210 0.1450
H 2.68861 0.52982 0.85750 0.1773
H -0.45936 1.82267 -1.27039 0.0258
```

Results
* SMILES string: CC(C)/C(=[NH+]\[O-])[C@H]([O-])O
* net charge: -1
* HOMO-LUMO gap: 0.2974 Ha
* lowest unoccupied orbital energy: 3.99 eV

(B)
Molecular formula: C5H10NO3
Method: DFT, ωB97M-V/def2-TZVPD

Geometry as XYZ:
```
19
Properties=species:S:1:pos:R:3:lowdin_charge:R:1
C 1.56020 -1.29746 1.60130 -0.0059
C 2.20798 -0.04688 1.00821 -0.6440
O 3.40588 -0.11121 0.95682 -0.0083
N 1.38840 0.93684 0.59877 0.1159
H 1.22102 -1.05262 2.56696 0.0630
H 2.22615 -2.02844 1.80928 0.0286
H 1.57456 1.85087 0.18014 0.0991
H 0.36754 1.01977 1.14812 0.1042
H 0.70260 -1.57607 0.98051 0.0775
C -1.65225 -0.39463 -1.16408 -0.1390
C -1.35134 0.62885 -2.26179 -0.1423
C -1.62012 0.34468 0.38814 -0.7385
O -2.27909 -0.26934 1.17682 -0.0286
O -0.97941 1.33681 0.69430 -0.0764
H -2.44184 -1.08762 -1.06393 0.0600
H -0.65569 -0.86820 -1.05383 0.0768
H -1.42917 0.25522 -3.25215 0.0312
H -0.30524 0.79587 -2.02950 0.0569
H -1.94018 1.56356 -2.28411 0.0698
```

Results
* net charge: -1
* HOMO-LUMO gap: 0.3068 Ha
* lowest unoccupied orbital energy: 3.87 eV

It is (B) that is most stable; the runner-up trails by 68.8 kcal/mol.

(A)
Molecular formula: C36H36IrN8O3S
Method: DFT, ωB97M-V/def2-TZVPD

Geometry as XYZ:
```
85
Properties=species:S:1:pos:R:3:lowdin_charge:R:1
Ir 0.38269 0.33394 0.66808 1.6121
C 2.02898 -1.47737 -1.08826 -0.0807
N 0.58084 -1.32034 -0.82499 -0.1326
C -0.10408 -2.62325 -0.64372 -0.0832
C -1.56702 -2.36305 -0.45266 -0.3347
N -2.00406 -1.15987 -0.26380 0.1129
C -3.37806 -1.27644 -0.09471 -0.2133
C -4.34428 -0.30284 0.15705 -0.0156
C -5.64858 -0.72597 0.30658 -0.0635
C -5.99570 -2.08472 0.20610 -0.0649
C -5.05214 -3.06159 -0.04200 -0.0097
C -3.73798 -2.62697 -0.18435 -0.1781
N -2.54877 -3.30600 -0.42122 0.1902
C 2.56921 -0.09004 -1.16622 -0.2845
N 1.90997 0.91381 -0.62067 0.0135
C 2.67074 2.07034 -0.84198 -0.1824
C 2.48661 3.40200 -0.47541 0.0129
C 3.45956 4.30251 -0.85671 -0.0369
C 4.59212 3.90830 -1.58560 -0.0436
C 4.78848 2.59377 -1.95023 0.0126
C 3.80700 1.69222 -1.55865 -0.1645
N 3.70231 0.31495 -1.74467 0.2128
H 2.20182 -2.02352 -2.01811 0.1491
H 2.48208 -2.01371 -0.25523 0.1295
H 0.17262 -0.90277 -1.65915 0.1200
H 0.35108 -3.11806 0.21638 0.1284
H 0.05390 -3.25956 -1.51963 0.1449
H -4.07835 0.74468 0.23093 0.1090
H -6.42752 -0.00123 0.50061 0.1125
H -7.03261 -2.36981 0.32160 0.1154
H -5.32691 -4.10467 -0.12610 0.1197
H -2.44516 -4.29652 -0.56602 0.1737
H 1.64073 3.73813 0.10241 0.0996
H 3.34913 5.34158 -0.57883 0.1214
H 5.32755 4.65108 -1.86116 0.1208
H 5.66150 2.28173 -2.50699 0.1256
H 4.35578 -0.26981 -2.24176 0.1877
O -0.15274 4.03280 2.19987 0.1503
C -0.13804 3.02008 1.55520 -0.6011
O 0.50802 1.92696 1.88760 -0.1807
C -0.89702 2.90815 0.25039 -0.1895
C -1.59899 3.97299 -0.27564 0.0474
C -2.23011 3.80837 -1.49867 0.0093
C -2.13823 2.58246 -2.14700 -0.0060
C -1.43124 1.55799 -1.55177 -0.0984
N -0.82307 1.72174 -0.37057 -0.0364
H -1.62307 4.89890 0.28257 0.1415
H -2.78505 4.62298 -1.94436 0.1308
H -2.61662 2.41308 -3.10094 0.1258
H -1.37424 0.57720 -1.99824 0.1009
S -4.19154 -1.83032 4.90902 1.0902
C -2.90566 -1.31694 3.85832 -0.4800
C -1.94070 -2.16110 3.29534 -0.0162
C -0.99118 -1.63094 2.46042 -0.1226
N -0.94808 -0.32989 2.13135 -0.0943
C -1.84447 0.48994 2.70008 -0.0816
C -2.81594 0.04546 3.56246 -0.0485
C -4.04303 -3.60057 4.81084 -0.5370
C -3.32416 -4.30568 5.76074 -0.0694
C -3.24086 -5.68694 5.61697 -0.1168
N -3.81513 -6.35490 4.62265 0.0815
C -4.52346 -5.66443 3.73334 -0.1257
C -4.67072 -4.28525 3.77933 -0.0783
H -1.92057 -3.21884 3.51516 0.1187
H -0.20548 -2.25143 2.05526 0.1066
H -1.79023 1.53798 2.45525 0.1137
H -3.51554 0.75467 3.98344 0.1258
H -2.84460 -3.80452 6.59052 0.1152
H -2.68621 -6.27825 6.33587 0.1174
H -5.00180 -6.24162 2.95012 0.1126
H -5.26188 -3.76043 3.03996 0.1006
C 3.44399 -1.62621 2.77830 -0.0195
C 2.56226 -0.38986 2.64361 -0.6199
C 3.39875 0.82535 2.25715 -0.0102
C 1.80517 -0.14165 3.94652 -0.0123
O 1.65079 -0.73118 1.55962 -0.2935
H 4.17300 -1.47657 3.57368 0.1036
H 3.98849 -1.81894 1.85185 0.0840
H 2.84554 -2.50441 3.02378 0.0920
H 4.02003 1.10364 3.10784 0.1104
H 2.76982 1.67785 2.01489 0.0657
H 4.06262 0.59888 1.41938 0.0898
H 2.52736 0.01504 4.74602 0.1053
H 1.19239 -1.00583 4.20946 0.0859
H 1.17545 0.74156 3.87569 0.0772
```

Results
* 2S+1: 2
* net charge: +2
* HOMO-LUMO gap (alpha / beta): 0.3029 / 0.2068 Ha
* lowest unoccupied orbital energy (alpha / beta): -5.40 / -8.01 eV

(B)
Molecular formula: C36H36IrN8O3S
Method: DFT, ωB97M-V/def2-TZVPD

Geometry as XYZ:
```
85
Properties=species:S:1:pos:R:3:lowdin_charge:R:1
Ir -0.93006 0.38133 0.21174 1.6605
C -3.76810 1.27800 1.22663 -0.0585
N -3.10104 0.61633 0.08491 -0.1356
C -3.39736 1.25554 -1.21936 -0.0631
C -2.34200 0.81654 -2.17665 -0.2580
N -1.19919 0.28189 -1.75447 0.0009
C -0.43197 -0.03113 -2.89048 -0.1680
C 0.79917 -0.66008 -3.06311 -0.0004
C 1.25224 -0.81217 -4.35825 -0.0342
C 0.50862 -0.37176 -5.46314 -0.0344
C -0.72715 0.22012 -5.30502 0.0174
C -1.17358 0.37402 -3.99976 -0.1519
N -2.37081 0.89265 -3.50268 0.2211
C -3.05622 0.80260 2.44997 -0.2925
N -1.95652 0.09862 2.34304 0.0693
C -1.57986 -0.22664 3.64626 -0.2184
C -0.54189 -1.02624 4.11992 -0.0369
C -0.43569 -1.17965 5.48644 -0.0525
C -1.34134 -0.56525 6.36769 -0.0530
C -2.39192 0.20311 5.90987 0.0096
C -2.49164 0.34986 4.53088 -0.1613
N -3.42538 1.00074 3.72836 0.2052
H -4.82598 1.00603 1.26201 0.1526
H -3.69264 2.36113 1.11515 0.1247
H -3.42283 -0.34701 0.04921 0.0735
H -3.34505 2.33744 -1.10019 0.1398
H -4.39232 0.98063 -1.57777 0.1540
H 1.37719 -1.03796 -2.23319 0.1055
H 2.20771 -1.28860 -4.52853 0.0934
H 0.90854 -0.51353 -6.45761 0.1234
H -1.31792 0.54086 -6.15212 0.1274
H -3.13619 1.25522 -4.05070 0.1927
H 0.12888 -1.52856 3.43522 0.1055
H 0.35106 -1.79926 5.89499 0.1153
H -1.22150 -0.71454 7.43185 0.1172
H -3.10291 0.65242 6.58957 0.1231
H -4.24182 1.50139 4.04106 0.1832
O -2.08859 4.14203 0.89625 0.1231
C -1.29178 3.23725 0.86149 -0.5560
O -1.17317 2.39651 -0.14821 -0.2058
C -0.29957 2.97375 1.95467 -0.1810
C 0.13752 3.95194 2.82540 0.0409
C 1.12741 3.61704 3.73846 -0.0065
C 1.62809 2.32458 3.74328 -0.0069
C 1.11493 1.40170 2.84564 -0.1027
N 0.16601 1.72553 1.97178 0.0403
H -0.28845 4.94391 2.76615 0.1364
H 1.51001 4.35570 4.42973 0.1267
H 2.40252 2.02457 4.43499 0.1230
H 1.47278 0.38135 2.82913 0.1075
S 5.54296 0.45255 -1.15699 1.0214
C 3.82133 0.44761 -0.69712 -0.4799
C 2.97471 1.48059 -1.08793 -0.0268
C 1.63279 1.40723 -0.79159 -0.0958
N 1.10976 0.35924 -0.13288 -0.1071
C 1.92009 -0.61795 0.29491 -0.1095
C 3.27617 -0.59938 0.03516 -0.0307
C 5.25246 -0.13106 -2.82861 -0.5102
C 5.08746 0.76505 -3.87270 -0.0726
C 4.80814 0.25348 -5.13415 -0.1292
N 4.69773 -1.04634 -5.39313 0.0698
C 4.90296 -1.89429 -4.38761 -0.1394
C 5.17973 -1.49164 -3.08853 -0.0732
H 3.35436 2.33004 -1.63838 0.1253
H 0.93822 2.17655 -1.09904 0.1206
H 1.43368 -1.43359 0.80955 0.1131
H 3.89683 -1.41541 0.37880 0.1245
H 5.17839 1.83129 -3.71608 0.1097
H 4.66823 0.92488 -5.97366 0.1158
H 4.84181 -2.94986 -4.62852 0.1169
H 5.34710 -2.22118 -2.30754 0.1104
C -1.31708 -3.46901 1.58766 -0.0181
C -1.42073 -2.72088 0.26432 -0.6604
C -2.88734 -2.48866 -0.07232 -0.0341
C -0.76169 -3.50987 -0.86379 -0.0177
O -0.62691 -1.52822 0.41156 -0.3691
H -1.87686 -4.40437 1.54496 0.1030
H -1.71827 -2.86536 2.40286 0.0716
H -0.27672 -3.70939 1.80988 0.0937
H -3.35630 -3.44346 -0.30760 0.1084
H -3.00226 -1.85404 -0.95585 0.0756
H -3.42970 -2.08797 0.79080 0.0877
H -1.22664 -4.49005 -0.97770 0.1000
H 0.29617 -3.66084 -0.64693 0.0909
H -0.85081 -2.97570 -1.81233 0.0800
```

Results
* 2S+1: 2
* net charge: +2
* HOMO-LUMO gap (alpha / beta): 0.3071 / 0.2348 Ha
* lowest unoccupied orbital energy (alpha / beta): -5.59 / -7.52 eV

It is (A) that is most stable; the runner-up trails by 22.0 kcal/mol.

(A)
Molecular formula: C3H2N2OS2
Method: DFT, ωB97M-V/def2-TZVPD

Geometry as XYZ:
```
10
Properties=species:S:1:pos:R:3:lowdin_charge:R:1
C -0.43349 -1.60622 0.62764 -0.5708
C -0.20593 -0.31096 -0.03714 -0.5955
C -0.53344 2.26059 -0.36581 -0.4994
H -1.44574 -1.84690 0.83874 0.0337
H -0.52813 3.38014 -0.06913 0.1219
N 0.98224 0.16351 -0.12306 -0.1460
N -1.51801 1.56374 -0.07204 0.0352
O -1.38082 0.19815 -0.36857 -0.0494
S 0.57774 -2.71825 1.23004 0.7430
S 0.91025 1.63890 -1.09276 0.9274
```

Results
* SMILES string: S=CC1=NSC=NO1
* HOMO-LUMO gap: 0.2817 Ha
* lowest unoccupied orbital energy: -1.48 eV

(B)
Molecular formula: C3H2N2OS2
Method: DFT, ωB97M-V/def2-TZVPD

Geometry as XYZ:
```
10
Properties=species:S:1:pos:R:3:lowdin_charge:R:1
C 1.13448 0.68094 0.13677 -0.4723
C -0.05374 0.00686 -0.00136 -0.6265
C -1.31063 0.69713 -0.04610 -0.5444
H 2.48851 -1.37603 -0.41293 -0.1285
H 1.03732 1.72156 0.42786 0.0917
N -1.95764 -1.48701 -0.02581 -0.1909
N -2.31312 -0.29688 -0.04442 0.0146
O -1.58503 1.83557 -0.03852 0.1557
S 2.69722 -0.07638 -0.04990 0.7844
S -0.13737 -1.70576 0.05440 0.9163
```

Results
* SMILES string: O=C1N=NS/C1=C\S
* HOMO-LUMO gap: 0.2784 Ha
* lowest unoccupied orbital energy: -1.45 eV

It is (B) that is most stable; the runner-up trails by 32.0 kcal/mol.

(A)
Molecular formula: CH2Cl2FNS
Method: DFT, ωB97M-V/def2-TZVPD

Geometry as XYZ:
```
8
Properties=species:S:1:pos:R:3:lowdin_charge:R:1
C -1.51125 -0.61490 -0.60771 -1.2019
N 1.74043 0.75262 0.85552 -0.5103
F -1.95116 -0.13346 0.54709 -0.0789
S 1.47168 0.81104 -0.75267 0.5045
Cl -1.16311 -2.28670 -0.60107 0.6390
Cl -2.47418 0.13597 -1.92124 0.5565
H 2.06968 -0.24258 1.01343 0.0428
H 1.81791 1.57803 1.46663 0.0483
```

Results
* HOMO-LUMO gap (alpha / beta): 0.2959 / 0.2915 Ha
* lowest unoccupied orbital energy (alpha / beta): -0.66 / -0.49 eV

(B)
Molecular formula: CH2Cl2FNS
Method: DFT, ωB97M-V/def2-TZVPD

Geometry as XYZ:
```
8
Properties=species:S:1:pos:R:3:lowdin_charge:R:1
C 0.94477 -0.93811 0.49554 -1.3384
N -1.35153 1.29703 -0.56815 -0.4667
F 0.97925 -0.85276 -0.88036 -0.1339
S -1.54366 0.16791 0.57277 0.6227
Cl 0.82646 -2.52476 0.93287 0.6895
Cl 2.12092 0.01056 1.41406 0.5748
H -1.49133 1.07479 -1.55088 0.0427
H -0.48487 1.76534 -0.41584 0.0093
```

Results
* HOMO-LUMO gap (alpha / beta): 0.2908 / 0.2837 Ha
* lowest unoccupied orbital energy (alpha / beta): -0.69 / -0.83 eV

It is (B) that is most stable; the runner-up trails by 8.8 kcal/mol.